Entry 1:
ORCA calculation (ωB97M-V with the def2-TZVPD basis set) on a single C4H5N3O2 molecule at a distorted geometry.

Structure (XYZ):
```
14
Properties=species:S:1:pos:R:3
C 0.3256 1.0819 0.0614
C -1.0751 1.2274 0.0674
C 0.5649 -0.2909 0.0405
C -0.6392 -1.0220 0.0661
N -1.6148 0.0159 0.1115
N -2.9504 -0.5265 0.0971
N 1.7700 -0.9647 0.1407
O -0.9298 -2.1870 -0.0728
O -3.9341 0.1938 -0.2135
H 0.9089 1.9823 0.0991
H -1.7331 2.1252 -0.1261
H -3.1124 -1.4244 0.4272
H 2.3993 -0.9126 -0.6353
H 1.5972 -1.9406 0.3128
```

Calculated values
Kohn-Sham gap (spin up / spin down)	0.29278 / 0.26054	Ha
HOMO (spin up / spin down)	-7.86 / -8.19	eV

***

Entry 2:
ORCA calculation (ωB97M-V with the def2-TZVPD basis set) on a single C4H7N molecule at a distorted geometry.

Structure (XYZ):
```
12
Properties=species:S:1:pos:R:3
H 2.3764 0.2474 -1.4773
N 1.3640 0.1886 -1.5833
C 0.6469 0.5378 -0.6504
C -1.0183 1.0942 -0.2909
C -0.0904 0.3978 0.5939
C -0.1107 -1.2502 0.7003
H -1.6754 0.5997 -0.9916
H -1.3648 2.0684 0.0231
H 0.3298 0.8932 1.4614
H -0.5860 -1.6749 -0.1825
H -0.7618 -1.4380 1.5526
H 0.8904 -1.6643 0.8449
```

Calculated values
Kohn-Sham gap	0.30800	Ha
SMILES	[H]/N=C1/C[C@H]1C
HOMO	-7.38	eV

***

How do the records compare in electronic energy? In the order shown, they have -470.0245, -211.2163 hartree.
How do the records compare in relative energy (zero: lowest compared OMol25 entry of this formula, charge and spin)? In the order shown, they have 5.8556, 3.9285 eV.